1.
The following is a quantum chemistry calculation of the molecule C3H7NO2, from the Open Molecules 2025 dataset.

Geometry as XYZ:
```
13
Properties=species:S:1:pos:R:3:forces:R:3:lowdin_charge:R:1
H 0.455 -0.635 2.125 0.08 0.09 -0.10 0.085
O -0.888 0.222 0.004 0.17 -0.05 -0.32 -0.058
C 0.276 0.874 0.584 0.06 0.07 0.42 -0.470
H -0.141 1.649 1.230 0.02 -0.10 -0.05 0.150
H 1.911 0.366 1.865 -0.10 -0.07 -0.04 0.085
C 1.078 -0.143 1.372 0.03 -0.03 0.04 -0.031
N -1.653 -0.983 -1.615 0.14 0.05 0.03 0.090
H 1.164 0.817 -1.069 0.06 0.15 0.02 0.071
O 1.019 1.507 -0.395 0.02 -0.10 -0.12 -0.017
H -1.569 -1.507 -2.469 -0.07 0.02 0.11 0.088
H 1.480 -0.900 0.692 -0.07 0.10 0.08 0.080
H -2.582 -0.795 -1.243 0.18 -0.07 -0.05 0.110
C -0.550 -0.473 -1.081 -0.53 -0.06 -0.04 -0.181
```
Forces are in eV/Å.

Summary:
Lowest unoccupied orbital energy ... 1.06 eV
E_tot ... -8808.3284 eV

2.
The following is a quantum chemistry calculation of the molecule C3H7NO2 at a distorted geometry, from the Open Molecules 2025 dataset.

Geometry as XYZ:
```
13
Properties=species:S:1:pos:R:3:forces:R:3:lowdin_charge:R:1
H -0.664 -1.710 -0.876 -0.02 -0.29 -0.18 0.064
H 1.298 -1.548 0.787 -0.33 1.26 -0.28 0.097
H -2.121 1.513 1.106 0.44 -0.94 -0.77 0.146
H 1.148 0.437 -1.020 -0.89 0.33 0.91 0.152
C -0.679 1.134 -0.123 -0.30 4.21 -0.05 -0.435
O -1.681 0.703 0.730 0.50 1.68 -0.46 0.069
C 0.840 -0.517 0.885 3.17 0.21 -0.17 -0.056
H 1.662 0.238 1.108 -0.43 -1.21 -0.04 0.101
N -0.307 -0.900 -1.356 1.32 -1.01 -2.33 0.025
C 0.281 0.045 -0.428 1.17 -0.89 -0.84 -0.412
H 0.413 -1.193 -2.145 -2.16 0.63 2.52 0.136
H 0.338 -0.532 1.820 -1.53 0.07 0.28 0.053
O -0.528 2.331 -0.488 -0.94 -4.05 1.42 0.059
```
Forces are in eV/Å.

Summary:
Lowest unoccupied orbital energy ... 0.71 eV
SMILES string ... C[C@@H](N)C(=O)O
E_tot ... -8809.0661 eV

3.
The following is a quantum chemistry calculation of the molecule C3H7NO2, from the Open Molecules 2025 dataset.

Geometry as XYZ:
```
13
Properties=species:S:1:pos:R:3:forces:R:3:lowdin_charge:R:1
H -1.302 -1.213 -1.349 -0.02 0.02 0.18 0.095
O 1.217 2.423 -0.065 0.01 -0.39 0.04 0.042
N 1.997 0.278 0.002 0.08 0.11 0.01 0.175
H -0.997 1.027 -0.510 0.08 -0.08 0.07 0.133
C 1.033 1.226 0.068 0.01 0.13 0.00 -0.528
H 1.767 -0.683 0.198 0.00 0.13 -0.04 0.099
H -2.403 -0.981 0.046 0.12 -0.04 -0.05 0.091
C -0.368 0.685 0.321 -0.06 0.18 0.01 -0.141
H -0.742 1.162 1.236 0.02 -0.05 -0.11 0.139
O -0.380 -0.720 0.453 0.06 0.04 0.02 -0.205
H -1.360 -2.420 -0.034 -0.01 0.15 -0.05 0.090
C -1.417 -1.353 -0.263 -0.19 -0.18 -0.08 -0.105
H 2.955 0.569 -0.102 -0.09 -0.01 0.01 0.114
```
Forces are in eV/Å.

Summary:
Lowest unoccupied orbital energy ... 0.85 eV
SMILES string ... COCC(N)=O
E_tot ... -8809.5435 eV

4.
The following is a quantum chemistry calculation of the molecule C3H7NO2 at a distorted geometry, from the Open Molecules 2025 dataset.

Geometry as XYZ:
```
13
Properties=species:S:1:pos:R:3:forces:R:3:lowdin_charge:R:1
N -0.279 -0.217 1.945 0.07 1.24 0.06 0.052
H -1.036 0.212 -0.611 0.12 0.06 0.02 0.124
C 0.259 1.002 1.673 0.75 0.78 -0.57 -0.233
C 1.005 -0.316 -1.107 0.02 0.23 -0.32 -0.237
H 0.868 -0.575 -2.161 0.02 -0.03 0.08 0.123
C -0.058 0.698 -0.726 -0.09 -0.22 -0.29 -0.176
H 1.993 0.155 -1.001 -0.15 -0.11 -0.03 0.131
H -0.140 1.469 -1.494 -0.03 -0.17 -0.04 0.128
O 0.919 -1.529 -0.384 0.06 -0.01 0.28 -0.070
H 1.325 -1.406 0.485 -0.01 -0.06 -0.14 0.081
H -0.733 -0.805 1.216 -0.21 0.60 0.73 0.089
O 0.311 1.442 0.439 0.43 0.06 -0.17 -0.105
H -0.698 0.385 2.707 -0.99 -2.39 0.40 0.092
```
Forces are in eV/Å.

Summary:
Lowest unoccupied orbital energy ... 0.90 eV
E_tot ... -8806.2917 eV

5.
The following is a quantum chemistry calculation of the molecule C3H7NO2 at a distorted geometry, from the Open Molecules 2025 dataset.

Geometry as XYZ:
```
13
Properties=species:S:1:pos:R:3:forces:R:3:lowdin_charge:R:1
C 0.336 -0.717 -1.363 0.55 0.23 0.00 -0.203
O -0.586 -1.467 -1.533 -0.07 0.19 0.38 0.049
H -0.690 -1.263 0.913 0.37 -0.14 0.16 0.114
H -1.481 0.183 0.375 0.55 -0.20 0.99 0.143
H 0.146 0.038 2.788 -0.82 0.21 -1.08 0.117
N 0.724 1.545 -0.456 -1.75 1.35 0.22 0.041
O -0.578 0.366 2.199 1.02 0.40 1.29 -0.055
C 0.571 0.200 -0.093 0.91 -2.60 0.80 -0.366
H 0.290 2.234 0.134 0.10 -0.03 -0.05 0.085
C -0.566 -0.182 0.930 -0.90 0.72 -2.78 -0.256
H 1.115 -0.690 -2.181 -0.18 0.45 0.59 0.125
H 1.536 -0.135 0.367 -0.38 -0.44 -0.30 0.137
H 1.422 1.888 -1.069 0.61 -0.14 -0.24 0.070
```
Forces are in eV/Å.

Summary:
Lowest unoccupied orbital energy ... 0.76 eV
SMILES string ... N[C@H](C=O)CO
E_tot ... -8808.1985 eV

6.
The following is a quantum chemistry calculation of a cluster of 3 separate species, C3H7NO2 in total, from the Open Molecules 2025 dataset.

Geometry as XYZ:
```
13
Properties=species:S:1:pos:R:3:forces:R:3:lowdin_charge:R:1
H 1.192 -0.514 -2.438 0.05 0.02 0.15 0.051
H -2.233 -0.759 -0.419 0.05 0.01 0.08 0.031
C 1.486 0.582 -0.655 0.04 -0.13 -0.12 -0.093
N -1.537 -0.865 0.314 0.00 -0.19 -0.16 0.043
O -1.225 0.668 2.917 0.06 0.38 -0.71 0.176
C 1.652 -0.467 -1.453 0.02 0.15 0.08 -0.087
H -0.630 -0.872 -0.146 -0.11 0.00 0.06 -0.011
O -0.998 1.983 1.005 -0.12 -0.52 0.65 0.157
H -1.675 -1.785 0.721 0.01 0.10 -0.02 0.030
H 2.265 -1.317 -1.161 -0.09 0.13 -0.02 0.050
C -1.124 1.282 1.931 0.04 0.23 0.14 -0.454
H 1.954 0.631 0.325 -0.06 -0.03 -0.14 0.057
H 0.874 1.434 -0.940 0.09 -0.14 0.02 0.050
```
Forces are in eV/Å.

Summary:
Lowest unoccupied orbital energy ... 0.80 eV
SMILES string ... O=C=O.C=C.N
E_tot ... -8809.6577 eV

7.
The following is a quantum chemistry calculation of a cluster of 2 separate species, C3H7NO2 in total, from the Open Molecules 2025 dataset.

Geometry as XYZ:
```
13
Properties=species:S:1:pos:R:3:forces:R:3:lowdin_charge:R:1
H -2.088 2.856 0.392 -0.03 0.38 -0.23 0.059
C -1.702 2.035 -0.194 -0.70 0.30 -0.17 0.005
C 2.593 -1.566 -0.040 -0.78 -0.54 -0.03 -0.429
H -1.908 -0.088 -0.219 -0.30 -0.13 -0.60 0.106
O 1.647 -1.220 0.627 0.11 0.26 -0.01 0.011
H 2.486 -0.161 -1.498 -0.23 -0.07 0.15 0.100
C -2.299 0.882 0.055 0.43 0.22 0.75 -0.275
H -3.889 0.127 0.804 0.09 -0.02 0.19 0.090
H 3.851 -1.120 -1.608 0.01 -0.37 0.11 0.089
N 2.908 -1.047 -1.259 0.41 0.61 -0.21 0.106
H -1.042 2.258 -1.017 0.46 -0.42 0.28 0.047
O -3.311 0.873 0.994 0.07 -0.33 -0.21 -0.033
H 3.160 -2.465 0.236 0.46 0.10 -0.02 0.122
```
Forces are in eV/Å.

Summary:
Lowest unoccupied orbital energy ... 0.88 eV
SMILES string ... C=CO.NC=O
E_tot ... -8808.5232 eV

8.
The following is a quantum chemistry calculation of the molecule C3H7NO2 at a distorted geometry, from the Open Molecules 2025 dataset.

Geometry as XYZ:
```
13
Properties=species:S:1:pos:R:3:forces:R:3:lowdin_charge:R:1
H 0.931 -1.286 0.025 -0.07 -0.30 0.01 0.111
C 0.066 -0.655 -0.155 1.28 0.46 0.46 -0.092
H -0.587 0.723 2.798 -0.04 -0.02 0.00 0.062
O 1.286 -0.506 -2.234 -0.40 -0.34 0.16 0.097
H 1.114 0.410 1.382 -0.01 0.29 -0.19 0.110
C 0.136 0.485 0.901 -0.07 -0.58 0.33 -0.258
H 1.029 -0.402 -3.164 0.39 0.28 -0.04 0.124
H -1.756 0.545 1.688 -0.01 -0.07 -0.02 0.070
O -0.735 0.419 -2.131 0.01 0.02 0.03 0.096
H 0.025 1.481 0.472 0.03 -0.02 -0.26 0.111
C 0.150 -0.177 -1.570 -0.72 0.03 -0.28 -0.533
H -0.821 -1.249 0.026 -0.29 0.07 -0.30 0.121
N -0.838 0.212 1.960 -0.09 0.19 0.08 -0.020
```
Forces are in eV/Å.

Summary:
Lowest unoccupied orbital energy ... 0.83 eV
SMILES string ... NCCC(=O)O
E_tot ... -8809.7667 eV

no.,M (g mol⁻¹)
1,89.09
2,89.09
3,89.09
4,89.09
5,89.09
6,89.09
7,89.09
8,89.09